# 1
Formula: C24H31AsBaF6N4O5SSi
Source: the OMol25 dataset
Level of theory: ωB97M-V/def2-TZVPD

Geometry as XYZ:
```
74
Properties=species:S:1:pos:R:3:mulliken_charge:R:1
Ba 0.710 -0.228 -2.724 1.777
F 2.202 -1.936 -4.221 -0.559
As 3.815 -1.208 -4.021 2.077
F 5.295 -0.415 -3.716 -0.482
F 3.019 0.330 -4.327 -0.518
F 3.329 -0.996 -2.324 -0.529
F 4.120 -1.405 -5.689 -0.491
F 4.468 -2.746 -3.644 -0.503
C -2.520 -0.341 0.706 -1.303
C -2.402 -1.064 2.038 1.966
C -3.382 -2.222 2.116 -1.921
C -2.593 -0.104 3.201 -1.761
O -1.082 -1.647 2.194 0.259
Si 0.229 -1.664 1.242 0.042
S -0.196 -2.690 -0.596 -0.278
O 0.797 -0.212 0.773 0.511
C 1.471 0.821 1.549 1.714
C 1.566 0.428 3.018 -1.607
C 2.853 0.980 0.938 -1.523
C 0.649 2.093 1.399 -1.454
O 1.405 -2.519 1.971 -0.603
C 1.322 -3.629 2.894 1.861
C 2.719 -4.230 2.912 -1.773
C 0.951 -3.092 4.272 -1.426
C 0.306 -4.660 2.423 -1.542
H -3.531 0.049 0.587 0.739
H -2.353 -1.031 -0.125 0.019
H -1.812 0.488 0.639 0.047
H -4.407 -1.873 1.994 0.505
H -3.278 -2.734 3.075 0.341
H -3.193 -2.932 1.309 0.339
H -3.603 0.310 3.183 0.434
H -1.881 0.720 3.145 0.280
H -2.449 -0.627 4.148 0.349
H 2.236 -0.418 3.162 0.253
H 0.581 0.174 3.420 0.307
H 1.952 1.278 3.584 0.549
H 3.396 0.035 0.995 0.345
H 3.423 1.742 1.473 0.432
H 2.774 1.279 -0.107 0.174
H -0.343 1.961 1.834 0.240
H 0.549 2.360 0.349 0.026
H 1.142 2.913 1.925 0.464
H 3.449 -3.479 3.218 0.364
H 2.990 -4.587 1.918 0.388
H 2.764 -5.067 3.610 0.402
H 1.684 -2.356 4.605 0.314
H 0.929 -3.909 4.996 0.520
H -0.032 -2.624 4.244 0.068
H 0.567 -5.032 1.431 0.352
H -0.697 -4.233 2.384 0.140
H 0.292 -5.501 3.117 0.500
N -2.025 -0.868 -2.926 -0.340
C -3.177 -1.005 -2.883 0.074
C -4.554 -1.182 -2.781 0.076
C -5.393 -1.019 -3.909 0.062
N -6.088 -0.895 -4.822 -0.550
C -5.097 -1.545 -1.529 0.281
N -5.521 -1.841 -0.495 -0.514
O -1.317 2.999 -5.328 -0.695
C -0.634 3.194 -4.350 -0.174
N 0.016 2.237 -3.584 -0.398
C 0.687 2.859 -2.598 0.771
O 1.360 2.244 -1.748 -0.894
C 0.497 4.343 -2.673 0.301
C 0.982 5.384 -1.909 -0.336
C 0.602 6.672 -2.280 -0.529
C -0.229 6.888 -3.376 -0.428
C -0.709 5.824 -4.138 -0.321
C -0.328 4.555 -3.761 0.080
H 1.631 5.204 -1.062 0.465
H 0.959 7.521 -1.710 0.394
H -0.505 7.902 -3.638 0.373
H -1.353 5.980 -4.993 0.476
```

Summary:
**Frontier orbital gap (spin up / spin down)**: 7.7 / 4.6 eV
**<S²>**: 0.753
**LUMO level (spin up / spin down)**: 2.07 / -0.94 eV
**Multiplicity**: 2
**Total charge**: -1

***

# 2
Formula: C30H50CrGeN6O2S3Si2Te
Source: the OMol25 dataset
Level of theory: ωB97M-V/def2-TZVPD

Geometry as XYZ:
```
96
Properties=species:S:1:pos:R:3:mulliken_charge:R:1
Cr -0.046 0.001 -0.397 0.033
C 3.604 -0.122 0.447 -0.947
C 2.566 0.315 1.419 -0.114
N 1.289 0.507 1.170 0.931
C 0.637 1.030 2.282 -0.851
C 1.406 1.162 3.384 -0.289
S 3.003 0.687 3.023 -0.223
C -0.720 1.520 2.076 -0.524
C -1.443 2.299 2.911 -0.211
S -2.858 2.815 2.118 -0.188
C -2.416 1.956 0.704 -0.042
N -1.281 1.309 0.825 1.073
C -3.302 2.024 -0.490 -1.009
H 3.458 0.408 -0.492 -0.126
H 3.544 -1.195 0.278 0.154
H 4.599 0.105 0.824 0.700
H 1.130 1.532 4.361 0.535
H -1.197 2.611 3.914 0.459
H -4.172 2.644 -0.281 0.804
H -3.625 1.025 -0.777 0.057
H -2.760 2.456 -1.334 0.186
N -3.225 0.935 -7.718 -0.482
C -3.158 0.346 -6.488 1.271
C -2.754 -0.989 -6.354 -0.872
C -2.657 -1.577 -5.111 -0.341
C -2.977 -0.846 -3.971 -0.624
C -3.406 0.478 -4.090 -0.465
C -3.500 1.067 -5.331 -0.960
S -2.695 -1.444 -2.346 1.517
O -2.705 -2.877 -2.286 -0.716
O -3.613 -0.734 -1.494 -0.937
N -1.174 -0.877 -1.898 0.209
C -0.087 -1.490 -2.435 -0.175
N -0.098 -2.288 -3.509 -0.304
C 1.071 -2.683 -3.978 -0.495
C 2.280 -2.294 -3.412 -1.067
C 2.203 -1.533 -2.275 -0.162
N 1.036 -1.156 -1.741 1.088
H -3.039 0.411 -8.552 0.185
H -3.561 1.874 -7.817 0.182
H -2.519 -1.566 -7.243 0.297
H -2.357 -2.610 -5.016 0.484
H -3.684 1.028 -3.200 0.479
H -3.854 2.088 -5.429 0.295
H 1.037 -3.334 -4.848 0.473
H 3.233 -2.589 -3.826 0.476
H 3.102 -1.234 -1.765 0.170
C 0.662 -6.491 0.944 -1.078
Si 0.762 -4.661 1.270 0.055
C 1.183 -4.370 3.066 -1.052
C 2.097 -3.851 0.253 -0.329
C -0.896 -3.965 0.691 -0.715
Te -1.554 -1.943 0.978 0.167
C -1.403 -1.935 3.131 0.118
Si -3.146 -2.040 3.878 0.077
C -2.976 -2.118 5.734 -1.106
C -4.028 -3.549 3.216 -0.991
C -4.084 -0.515 3.331 -0.702
H 1.616 -6.979 1.169 0.321
H 0.416 -6.699 -0.101 0.335
H -0.106 -6.956 1.569 0.306
H 2.102 -4.914 3.307 0.397
H 0.404 -4.735 3.744 0.337
H 1.358 -3.311 3.277 0.304
H 3.094 -4.052 0.659 0.521
H 1.923 -2.775 0.262 -0.580
H 2.075 -4.195 -0.785 0.337
H -1.714 -4.556 1.110 0.662
H -0.964 -4.089 -0.396 0.433
H -0.883 -1.029 3.453 0.192
H -0.800 -2.793 3.419 -0.072
H -2.463 -3.036 6.040 0.317
H -3.957 -2.106 6.221 0.338
H -2.401 -1.268 6.118 0.331
H -3.516 -4.482 3.479 0.324
H -4.110 -3.494 2.128 0.320
H -5.043 -3.606 3.620 0.390
H -3.578 0.406 3.644 0.127
H -5.096 -0.498 3.746 0.493
H -4.177 -0.513 2.240 0.171
C 0.203 4.319 0.016 -1.105
Ge 1.062 3.280 -1.406 0.529
C 2.951 3.000 -0.958 -1.154
C 0.970 4.279 -3.085 -1.298
C 0.135 1.593 -1.700 -0.795
H 0.639 5.319 0.061 0.501
H 0.333 3.843 0.993 0.242
H -0.868 4.427 -0.180 0.297
H 3.504 3.937 -1.062 0.488
H 3.399 2.274 -1.642 0.312
H 3.071 2.649 0.071 0.232
H 1.413 5.271 -2.967 0.391
H -0.066 4.400 -3.406 0.370
H 1.515 3.752 -3.872 0.373
H 0.547 1.153 -2.615 0.852
H -0.906 1.828 -1.939 0.086
```

Summary:
**Frontier orbital gap (spin up / spin down)**: 6.9 / 7.2 eV
**<S²>**: 0.762
**LUMO level (spin up / spin down)**: -3.12 / -2.83 eV
**Multiplicity**: 2
**Total charge**: +1

***

# 3
Formula: C15H21NO6S
Source: the OMol25 dataset
Level of theory: ωB97M-V/def2-TZVPD

Geometry as XYZ:
```
44
Properties=species:S:1:pos:R:3:mulliken_charge:R:1
C 3.049 3.198 0.942 -0.894
C 4.180 3.019 -0.255 -0.360
H 4.040 3.860 -1.067 0.288
H 5.097 3.072 0.125 0.398
O 3.902 1.581 -1.043 -0.377
C 4.519 0.645 -0.348 0.961
O 5.259 0.687 0.684 -0.651
C 4.237 -0.512 -1.292 -1.140
H 4.895 -0.561 -2.111 0.423
C 4.445 -1.836 -0.321 -1.364
H 5.394 -1.739 -0.028 0.533
C 3.506 -1.600 0.890 -0.338
H 3.557 -2.869 1.339 0.213
H 4.109 -0.911 1.718 0.395
O 2.290 -1.186 0.664 -0.126
C 1.323 -2.010 0.363 0.301
O 1.638 -3.291 -0.006 -0.667
C 0.051 -1.343 0.110 0.464
C 0.003 0.147 0.338 -0.939
C -1.358 0.688 0.306 -0.807
C -2.394 -0.088 -0.494 0.519
C -2.288 -1.304 -0.632 -0.176
C -0.952 -1.891 -0.515 -0.442
H -0.830 -2.980 -0.685 0.412
H -2.986 -1.749 -1.510 0.265
S -3.882 0.701 -0.599 0.966
O -4.640 -0.133 -1.680 -0.702
O -3.767 2.262 -0.620 -0.632
N -4.854 0.231 0.924 -0.095
C -4.233 0.848 2.081 -0.948
H -3.999 2.024 1.707 0.250
H -5.077 0.864 2.646 0.529
H -3.352 0.410 2.424 0.311
C -5.151 -1.252 0.906 -0.852
H -5.479 -1.525 -0.053 0.279
H -5.918 -1.025 1.664 0.423
H -4.263 -1.734 1.105 0.306
H -1.512 1.691 0.719 0.425
H 0.692 0.631 0.872 0.798
H 3.947 -2.522 -0.792 0.688
H 3.328 -0.519 -1.409 0.494
H 3.013 2.515 1.863 0.255
H 3.006 4.139 1.336 0.496
H 1.944 2.956 0.481 0.121
```

Summary:
**Frontier orbital gap**: 8.8 eV
**LUMO level**: -1.02 eV

***

# 4
Formula: C3H5N3
Source: the OMol25 dataset
Level of theory: ωB97M-V/def2-TZVPD

Geometry as XYZ:
```
11
Properties=species:S:1:pos:R:3:mulliken_charge:R:1
C 1.401 0.850 -0.117 -0.317
C -0.931 0.277 -0.431 0.273
C -2.158 -0.287 0.018 -0.823
N 0.115 0.902 -0.315 -0.111
N 1.592 -1.421 0.623 -0.752
N 2.045 -0.398 0.331 0.333
H 2.033 1.693 -0.462 0.303
H -2.955 0.127 -0.547 0.338
H -2.000 -1.424 -0.360 0.250
H -2.181 -0.097 1.049 0.238
H 3.038 -0.222 0.210 0.268
```

Summary:
**Frontier orbital gap**: 8.0 eV
**LUMO level**: 0.65 eV

***

# 5
Formula: C21H27BF3N8O2Sc
Source: the OMol25 dataset
Level of theory: ωB97M-V/def2-TZVPD

Geometry as XYZ:
```
63
Properties=species:S:1:pos:R:3:mulliken_charge:R:1
Sc -0.273 0.285 -0.086 -0.293
C 4.569 0.133 -0.333 -1.344
C 3.311 -0.146 -0.880 -0.306
N 2.350 0.450 -0.187 0.430
N 2.962 1.125 0.805 -0.167
C 4.291 0.953 0.740 -0.129
B 2.146 2.073 1.690 -0.110
N 1.363 3.009 0.771 -0.058
C 1.394 4.346 0.709 -0.108
C 0.486 4.761 -0.244 -1.317
C -0.082 3.578 -0.718 -0.516
N 0.460 2.526 -0.110 0.790
N 1.163 1.267 2.577 -0.207
C 1.141 1.211 3.913 -0.151
C 0.153 0.331 4.308 -1.372
C -0.399 -0.121 3.113 -0.559
N 0.215 0.447 2.074 1.046
H 5.533 -0.195 -0.679 0.411
H 3.060 -0.724 -1.754 0.644
H 4.937 1.442 1.449 0.462
H 2.870 2.700 2.412 -0.133
H 2.056 4.903 1.350 0.473
H 0.256 5.768 -0.542 0.426
H -0.878 3.435 -1.433 0.550
H 1.836 1.801 4.485 0.454
H -0.130 0.064 5.310 0.431
H -1.199 -0.821 2.940 0.649
C -2.219 2.674 1.858 -0.908
C -2.626 2.411 0.445 0.390
C -3.581 3.073 -0.289 -0.768
C -3.593 2.484 -1.579 -1.080
C -2.646 1.487 -1.558 0.543
C -2.311 0.510 -2.638 -1.308
N -2.036 1.436 -0.325 0.731
H -2.794 3.513 2.250 0.434
H -1.159 2.930 1.944 0.005
H -2.402 1.816 2.511 0.153
H -4.197 3.882 0.072 0.486
H -4.225 2.738 -2.415 0.493
H -2.710 0.858 -3.592 0.442
H -2.727 -0.483 -2.441 0.163
H -1.234 0.378 -2.794 0.198
F -3.189 -1.144 0.419 -0.276
C -1.892 -1.489 0.241 0.420
F -1.657 -2.374 1.303 -0.320
F -1.968 -2.405 -0.847 -0.282
O 0.487 -0.991 -1.769 -0.774
C 0.800 -1.952 -1.025 0.933
O 0.854 -1.890 0.212 -0.881
C 1.084 -3.313 -1.672 0.037
N 1.017 -4.289 -0.524 -0.084
C -0.287 -5.032 -0.657 -0.376
C -0.465 -5.131 -2.160 -0.682
C 0.038 -3.784 -2.690 -0.615
H 2.105 -3.323 -2.054 0.502
H 1.044 -3.693 0.334 0.230
H 1.811 -4.923 -0.527 0.426
H -1.041 -4.403 -0.192 0.038
H -0.207 -5.982 -0.132 0.453
H -1.505 -5.316 -2.419 0.398
H 0.132 -5.956 -2.556 0.295
H -0.761 -3.047 -2.731 0.110
H 0.471 -3.873 -3.683 0.480
```

Summary:
**Frontier orbital gap**: 5.9 eV
**LUMO level**: -0.47 eV

***

# 6
Formula: C47H41IrN4OP2S
Source: the OMol25 dataset
Level of theory: ωB97M-V/def2-TZVPD

Geometry as XYZ:
```
97
Properties=species:S:1:pos:R:3:mulliken_charge:R:1
Ir -0.281 -0.624 -0.145 3.110
O 2.062 -0.916 2.714 -0.868
S 1.820 0.032 1.638 1.595
C 3.389 0.206 0.752 -0.164
C 4.593 0.165 1.436 -0.468
C 5.766 0.446 0.751 -0.922
C 5.719 0.784 -0.594 -0.737
C 4.523 0.734 -1.292 -0.516
C 3.344 0.391 -0.626 -0.233
P 1.823 -0.013 -1.549 1.406
C 2.230 -1.433 -2.605 1.069
C 3.507 -1.976 -2.714 -0.880
C 3.736 -2.997 -3.621 -0.751
C 2.705 -3.479 -4.410 -0.966
C 1.432 -2.935 -4.307 -0.663
C 1.187 -1.927 -3.396 -1.396
C 1.749 1.381 -2.710 0.744
C 1.920 2.672 -2.202 -0.610
C 1.993 3.746 -3.068 -0.792
C 1.843 3.548 -4.438 -0.689
C 1.650 2.268 -4.939 -0.769
C 1.589 1.186 -4.080 -0.755
C 1.650 1.627 2.521 0.446
C 2.737 2.210 3.147 -0.873
C 2.529 3.239 4.054 -0.956
C 1.242 3.659 4.346 -0.914
C 0.160 3.111 3.681 -0.657
C 0.357 2.088 2.752 -0.072
P -1.096 1.441 1.850 1.624
C -2.149 2.928 1.688 0.615
C -3.226 3.155 2.555 -0.231
C -3.961 4.321 2.449 -0.768
C -3.667 5.256 1.468 -0.656
C -2.593 5.042 0.612 -0.731
C -1.843 3.886 0.720 -0.460
C -2.030 0.418 3.006 0.674
C -1.552 0.023 4.252 -0.784
C -2.392 -0.669 5.107 -0.816
C -3.682 -1.002 4.713 -0.731
C -4.144 -0.641 3.453 -0.825
C -3.317 0.050 2.592 -0.788
H 4.608 -0.111 2.479 0.726
H 6.712 0.409 1.270 0.481
H 6.626 1.053 -1.113 0.503
H 4.497 0.950 -2.352 0.681
H 4.326 -1.589 -2.127 0.436
H 4.729 -3.403 -3.732 0.471
H 2.894 -4.280 -5.104 0.460
H 0.645 -3.294 -4.950 0.552
H 0.197 -1.499 -3.311 0.770
H 2.020 2.825 -1.135 0.542
H 2.166 4.737 -2.679 0.507
H 1.871 4.393 -5.110 0.440
H 1.560 2.105 -6.004 0.491
H 1.459 0.194 -4.483 0.539
H 3.739 1.868 2.947 0.597
H 3.376 3.692 4.545 0.490
H 1.079 4.421 5.094 0.478
H -0.842 3.452 3.897 0.595
H -3.472 2.446 3.330 0.464
H -4.772 4.496 3.141 0.473
H -4.274 6.142 1.366 0.441
H -2.354 5.770 -0.147 0.477
H -1.014 3.725 0.046 0.274
H -0.547 0.274 4.559 0.530
H -2.038 -0.942 6.087 0.500
H -4.324 -1.545 5.388 0.481
H -5.148 -0.892 3.148 0.519
H -3.664 0.333 1.605 0.620
N -2.369 -3.372 2.586 0.132
C -1.171 -3.426 3.229 -1.162
C -0.333 -2.595 2.548 -0.530
N -1.017 -2.032 1.509 0.609
C -2.242 -2.528 1.553 -0.917
H -3.194 -3.896 2.845 0.289
H -1.004 -4.030 4.098 0.419
H 0.691 -2.360 2.757 0.676
H -3.027 -2.296 0.859 0.567
C -1.374 0.970 -1.344 -1.549
H -1.321 0.759 -2.411 0.521
H -0.805 1.881 -1.154 0.223
H -2.409 1.128 -1.049 0.536
N -0.785 -4.883 -1.650 0.002
C -0.204 -3.896 -0.951 -1.142
N -0.759 -2.723 -1.179 0.452
C -1.780 -2.952 -2.074 0.585
C -2.686 -2.075 -2.666 -0.522
C -3.576 -2.587 -3.591 -0.972
C -3.592 -3.952 -3.892 -0.629
C -2.709 -4.842 -3.304 -1.227
C -1.801 -4.326 -2.388 0.594
H -0.542 -5.862 -1.639 0.258
H 0.622 -4.054 -0.283 0.551
H -2.685 -1.037 -2.380 0.396
H -4.270 -1.928 -4.091 0.486
H -4.317 -4.327 -4.595 0.461
H -2.715 -5.889 -3.561 0.513
```

Summary:
**Frontier orbital gap (spin up / spin down)**: 6.3 / 5.6 eV
**<S²>**: 0.766
**LUMO level (spin up / spin down)**: -9.67 / -10.39 eV
**Multiplicity**: 2
**Total charge**: +3